# C55H79BN7O2RbS3

A structure of composition C55H79BN7O2RbS3 at a distorted geometry (ωB97M-V/def2-TZVPD, the OMol25 dataset).

The orbital gap is 0.17706 Ha. For the HOMO energy, the calculation gives -6.06 eV. As for the multiplicity: 1. As for the LUMO energy: -0.046 Eh.

XYZ file:
```
148
Properties=species:S:1:pos:R:3:forces:R:3
Rb -0.029702 -0.252071 -0.045493 -0.58 1.06 0.72
C 2.440712 4.385254 1.713739 0.05 0.02 -0.02
C 1.362540 4.322050 0.691478 0.33 0.75 -0.62
C 1.305196 5.169986 -0.377110 0.02 -0.58 0.66
C 0.237918 5.044891 -1.308304 -0.35 -0.34 0.10
N -0.659986 4.126067 -1.165707 -0.20 0.47 -0.66
N -0.643160 3.291364 -0.116238 1.19 0.39 0.37
B -1.836041 2.484035 -0.059506 -0.66 0.52 0.08
N -2.519556 2.310489 1.225662 -0.57 -0.94 0.76
N -2.538950 3.404536 1.990152 0.07 0.78 0.08
C -3.131420 3.383185 3.139517 0.17 0.03 -0.34
C -3.650811 2.166181 3.674492 0.08 -0.56 -0.48
C -3.634458 1.036715 2.914158 -0.03 0.44 0.56
C -4.070821 -0.304739 3.393402 -0.07 0.06 0.03
C -3.126851 1.132733 1.574406 0.09 0.14 -0.73
S -3.234790 -0.093483 0.464290 0.03 -0.31 0.02
C -3.273259 4.705849 3.860513 0.03 0.24 0.03
C -2.623186 4.629496 5.246068 -0.07 -0.04 -0.21
C -2.601592 5.817778 3.052003 -0.11 -0.17 0.12
C -4.773865 5.012348 3.977155 0.20 -0.05 -0.01
N -2.639582 2.341753 -1.273455 -0.18 -0.42 -1.42
N -3.858806 2.859828 -1.102384 -0.40 0.38 0.43
C -4.701289 2.897400 -2.080787 0.19 0.01 0.19
C -4.397411 2.287746 -3.332173 0.63 -0.24 0.02
C -3.167058 1.736208 -3.524755 -0.64 0.14 -0.04
C -2.765981 1.008117 -4.759508 -0.05 0.05 -0.05
C -2.202104 1.820979 -2.463898 0.36 0.13 0.52
S -0.634991 1.313146 -2.638918 0.16 -0.01 -0.31
C -5.981620 3.663442 -1.834054 -0.18 0.13 0.15
C -7.200851 2.761776 -2.046674 0.20 0.07 0.01
C -6.001182 4.196163 -0.399726 0.00 -0.06 -0.22
C -6.005919 4.852895 -2.804071 0.00 -0.16 0.11
C 0.352443 3.317469 0.838043 -0.50 -0.63 0.44
S 0.370725 2.236237 2.095533 0.23 -0.06 0.17
C -0.015393 5.974785 -2.481157 -0.18 0.14 -0.28
C 1.006431 7.107832 -2.572494 -0.14 -0.24 0.08
C -1.420708 6.565868 -2.285784 0.16 -0.05 -0.04
C -0.011745 5.152837 -3.776083 0.01 0.09 0.18
H 3.123764 5.203497 1.506086 0.05 0.10 -0.01
H 2.991759 3.446488 1.725916 0.05 -0.03 0.02
H 2.003353 4.498358 2.704739 0.03 0.05 0.06
H 2.066048 5.920862 -0.510015 0.09 0.11 -0.02
H -4.029050 2.137451 4.683980 -0.08 0.01 0.14
H -4.567456 -0.236626 4.357562 -0.03 0.00 0.06
H -3.197872 -0.955558 3.482593 -0.02 -0.03 -0.01
H -4.723864 -0.766817 2.654281 -0.06 -0.04 0.07
H -1.573538 4.362188 5.146749 0.13 -0.03 0.05
H -3.109620 3.893352 5.881123 -0.04 -0.09 0.12
H -2.688629 5.598350 5.736429 -0.02 0.07 0.08
H -1.541593 5.612396 2.939037 0.17 0.03 -0.07
H -2.725911 6.772163 3.558319 -0.04 0.09 0.10
H -3.041907 5.881479 2.061324 0.00 0.08 -0.13
H -5.291294 4.264501 4.572908 -0.10 -0.09 0.09
H -5.225911 5.036613 2.987514 -0.09 0.01 -0.09
H -4.920457 5.982861 4.445011 -0.02 0.11 0.08
H -5.144647 2.240938 -4.108072 -0.10 0.02 -0.13
H -3.530204 1.077630 -5.528696 -0.07 0.02 -0.04
H -2.595441 -0.039990 -4.508256 0.03 -0.03 -0.05
H -1.815948 1.392712 -5.128263 -0.03 0.00 -0.08
H -7.157536 1.914523 -1.366247 -0.05 -0.12 0.06
H -7.255286 2.384301 -3.064465 -0.04 -0.06 -0.14
H -8.108912 3.323981 -1.840189 -0.11 0.03 -0.02
H -5.967663 3.373645 0.308103 0.00 -0.07 0.17
H -6.908142 4.772909 -0.234563 -0.12 0.06 -0.01
H -5.136988 4.829447 -0.221647 0.06 0.10 0.11
H -6.012080 4.526727 -3.841138 -0.02 -0.02 -0.15
H -5.128757 5.477296 -2.646124 0.09 0.11 -0.02
H -6.892893 5.456400 -2.626933 -0.12 0.07 -0.02
H 1.002867 7.712123 -1.666981 0.06 0.10 0.08
H 0.748418 7.753717 -3.409423 0.00 0.05 -0.05
H 2.010477 6.724689 -2.742182 0.14 -0.01 -0.01
H -1.477482 7.129016 -1.356390 -0.05 0.10 0.11
H -2.147002 5.758556 -2.246110 -0.13 0.00 0.00
H -1.668639 7.228468 -3.111607 -0.02 0.10 -0.10
H 0.963097 4.705135 -3.952602 0.12 -0.09 -0.05
H -0.261987 5.791400 -4.620973 -0.01 0.07 -0.10
H -0.746870 4.356124 -3.701053 -0.03 -0.12 -0.07
C 7.288053 -3.626807 -1.066494 -0.17 -0.03 -0.12
C 6.101072 -3.688086 -2.040758 0.03 -0.10 -0.10
C 6.578521 -3.357068 -3.461310 -0.06 -0.07 0.19
C 5.569583 -5.125044 -2.032563 0.08 0.34 0.01
C 5.057427 -2.676357 -1.591213 -0.39 -0.63 0.11
C 3.785252 -3.012438 -1.240113 0.58 -0.20 -0.04
C 2.870961 -2.042540 -0.751986 0.10 0.24 0.15
N 1.644004 -2.296982 -0.336273 0.15 0.09 -0.16
C 1.103136 -3.444057 0.038847 -0.34 -0.33 -0.06
C 1.819440 -4.577274 0.482940 -0.02 -0.56 0.12
C 1.183144 -5.734894 0.837945 0.51 0.20 -0.06
C -0.228648 -5.748886 0.801596 -0.25 0.47 -0.13
C -1.014567 -4.679902 0.465667 -0.03 -0.14 0.19
C -0.376309 -3.462109 0.000239 0.52 -0.20 0.00
O -0.967505 -2.479483 -0.476169 -0.74 -0.93 -0.25
C -2.528506 -4.860736 0.567696 -0.17 -0.09 -0.10
C -2.899694 -5.399509 1.960314 0.06 0.04 -0.22
C -2.956911 -5.864985 -0.513679 -0.01 0.15 0.18
C -3.333632 -3.577136 0.369030 0.10 -0.09 -0.04
C 1.986909 -6.973612 1.212032 0.18 -0.09 0.03
C 2.742121 -7.431101 -0.045110 -0.05 -0.02 0.18
C 2.986065 -6.641850 2.327573 -0.12 -0.06 -0.14
C 1.117799 -8.141813 1.687886 0.13 0.23 -0.08
C 3.237730 -0.614955 -0.743734 -0.21 -0.44 -0.07
O 2.410668 0.239434 -0.378249 0.86 0.34 -0.12
C 4.601562 -0.298187 -1.139082 0.44 0.17 -0.16
C 5.437091 -1.308303 -1.505635 -0.27 0.38 0.13
C 5.034903 1.163623 -1.155949 0.03 0.12 0.05
C 4.188138 1.916043 -2.192888 -0.03 -0.09 0.10
C 4.814285 1.771837 0.234822 -0.10 -0.06 -0.09
C 6.513413 1.350613 -1.514813 -0.32 -0.11 0.06
H 8.015985 -4.394036 -1.322803 0.14 -0.06 -0.02
H 6.943315 -3.800918 -0.049100 0.01 -0.03 0.12
H 7.781950 -2.659294 -1.095259 0.10 0.10 0.01
H 7.321993 -4.085235 -3.781632 0.11 -0.04 -0.08
H 7.023788 -2.366529 -3.510103 0.07 0.11 -0.04
H 5.740520 -3.388136 -4.154381 -0.07 0.00 -0.11
H 6.358705 -5.800570 -2.360319 0.03 -0.07 -0.02
H 4.721866 -5.237357 -2.705198 -0.11 -0.07 -0.04
H 5.271159 -5.415394 -1.026750 -0.08 -0.08 0.06
H 3.408186 -4.015460 -1.368406 0.10 -0.09 0.00
H 2.887493 -4.473206 0.596103 0.13 -0.10 -0.03
H -0.721845 -6.659403 1.094859 -0.12 -0.14 0.06
H -2.492952 -6.389650 2.145214 0.05 -0.13 0.06
H -3.982806 -5.460682 2.047961 -0.13 -0.03 0.03
H -2.528963 -4.725836 2.731107 0.02 0.04 0.10
H -2.452352 -6.821194 -0.390031 0.03 -0.10 -0.02
H -2.710272 -5.467527 -1.496198 0.00 -0.02 -0.13
H -4.031756 -6.028395 -0.462954 -0.16 -0.06 -0.04
H -3.066681 -2.838159 1.120166 -0.03 0.11 -0.01
H -4.395768 -3.804327 0.465780 -0.11 -0.05 0.07
H -3.153450 -3.142659 -0.608124 -0.05 0.08 -0.01
H 3.416728 -6.655612 -0.394215 0.10 0.11 -0.08
H 2.036685 -7.650102 -0.844174 -0.05 -0.03 -0.12
H 3.326005 -8.326996 0.157424 0.09 -0.15 0.03
H 3.694494 -5.880686 2.014454 0.11 0.11 -0.01
H 3.547934 -7.531900 2.604008 0.10 -0.10 0.04
H 2.459827 -6.277876 3.207248 -0.03 0.05 0.12
H 0.444688 -8.476125 0.901203 -0.12 -0.07 -0.03
H 0.536392 -7.867577 2.565243 -0.12 -0.01 0.11
H 1.760352 -8.979281 1.956192 0.03 -0.06 0.01
H 6.447903 -1.067061 -1.790651 0.14 0.12 -0.04
H 3.131019 1.818814 -1.961219 -0.09 0.02 -0.01
H 4.365735 1.508355 -3.186176 0.01 -0.01 -0.14
H 4.448827 2.973474 -2.202020 0.07 0.15 0.00
H 3.768158 1.687074 0.508450 -0.05 0.04 0.10
H 5.103079 2.821263 0.234396 0.09 0.17 0.01
H 5.411439 1.244524 0.976164 0.11 -0.02 0.12
H 6.725645 1.009243 -2.525386 0.09 -0.07 -0.13
H 7.156340 0.822046 -0.814170 0.13 -0.07 0.05
H 6.758938 2.409700 -1.461171 0.02 0.10 -0.01
```
Forces are in eV/Å.

Atom charges from the Löwdin analysis, given in e for atoms 1 to 99: Rb 0.906; C -0.067; C -0.239; C 0.090; C -0.195; N 0.164; N 0.046; B -0.596; N -0.013; N 0.165; C -0.217; C 0.076; C -0.238; C -0.057; C -0.642; S 0.791; C -0.546; C -0.034; C -0.052; C -0.032; N -0.003; N 0.182; C -0.212; C 0.075; C -0.241; C -0.067; C -0.662; S 0.717; C -0.548; C -0.035; C -0.059; C -0.034; C -0.630; S 0.759; C -0.537; C -0.055; C -0.040; C -0.033; H 0.086; H 0.063; H 0.076; H 0.118; H 0.124; H 0.083; H 0.096; H 0.066; H 0.091; H 0.077; H 0.087; H 0.080; H 0.087; H 0.077; H 0.080; H 0.084; H 0.088; H 0.123; H 0.083; H 0.094; H 0.066; H 0.092; H 0.077; H 0.087; H 0.082; H 0.087; H 0.077; H 0.080; H 0.084; H 0.087; H 0.086; H 0.087; H 0.086; H 0.088; H 0.068; H 0.086; H 0.091; H 0.087; H 0.063; C -0.043; C -0.556; C -0.042; C -0.062; C -0.169; C 0.033; C -0.180; N 0.067; C -0.189; C 0.023; C -0.165; C 0.026; C -0.077; C -0.309; O -0.224; C -0.535; C -0.047; C -0.038; C -0.087; C -0.552; C -0.037; C -0.044